Here is C7H7O2PS2 in the gas phase in a non-equilibrium geometry from the OMol25 dataset. Energies are from ωB97M-V/def2-TZVPD.

LUMO level (spin up / spin down): -2.58 / -1.97 eV
Kohn-Sham gap (spin up / spin down): 6.1171 / 6.8454 eV
E: -42424.4960 eV
maximum force: 4.5 eV Å⁻¹
2S+1: 1
M: 218.2 g/mol

Geometry as XYZ:
```
19
Properties=species:S:1:pos:R:3:forces:R:3
S -3.557518 2.310543 0.164896 0.175 -1.213 0.478
S -3.959455 -1.172115 -0.313429 1.047 1.372 0.786
P -2.830213 0.488562 0.515835 -0.533 0.697 -1.448
O -1.483632 0.294614 -0.471295 -1.318 -1.031 0.060
O 0.576147 -1.416513 0.415665 -1.325 0.560 0.190
C 0.087306 2.088860 -0.664598 2.119 -2.134 1.492
C 2.390154 1.548748 0.143983 -0.693 0.907 -0.945
C 0.714478 -0.183347 0.233635 2.642 -1.172 -0.816
C -0.244033 0.712822 -0.306433 -0.587 3.371 -0.680
C 1.425140 2.409954 -0.389762 -1.770 0.654 0.019
C 2.102300 0.297623 0.356348 -1.625 -3.831 1.779
C -2.608994 -2.373326 -0.044198 -0.314 -1.047 0.526
H -3.202639 -3.243787 0.436157 1.714 1.014 -1.096
H -2.100311 -2.510121 -1.006983 -0.711 -0.733 0.046
H -1.710161 -2.061487 0.535708 -1.159 0.080 0.332
H -0.542341 2.909203 -0.991760 -0.482 -0.740 -0.046
H 1.678204 3.439928 -0.432274 0.330 0.806 -0.423
H 3.333032 1.891580 0.319139 2.482 1.117 0.401
H 2.694789 -0.543371 0.805829 0.006 1.322 -0.655
```
Forces are in eV/Å.